# 1
Molecular formula: C38H49N4O4PRuS6
Method: DFT, ωB97M-V/def2-TZVPD

Geometry as XYZ:
```
103
Properties=species:S:1:pos:R:3:forces:R:3
Ru -0.534049 -1.684747 -0.707069 -0.60 -0.05 -0.30
S -7.722321 -2.324451 -0.283528 0.00 -0.03 -0.01
C -6.078268 -2.319567 -0.423973 -0.01 0.09 0.02
S -5.234142 -1.705238 -1.797963 -0.01 -0.02 -0.01
C -3.612545 -2.008474 -1.230308 0.03 0.01 0.02
C -3.501067 -2.557610 -0.005513 0.06 -0.03 -0.05
S -1.965575 -2.894489 0.730542 0.02 -0.23 -0.28
S -5.009183 -2.880951 0.811552 -0.02 -0.06 -0.03
S -2.219457 -1.633378 -2.216285 -0.09 0.01 -0.03
C 6.603183 0.690131 0.248875 0.00 0.00 0.01
C 5.431977 0.361979 -0.637648 -0.01 0.00 -0.01
C 5.240086 1.037465 -1.843369 0.01 0.01 0.01
C 4.145757 0.768100 -2.646236 -0.03 0.04 0.04
C 3.219615 -0.186798 -2.244296 0.00 0.03 0.04
C 3.401954 -0.880958 -1.062311 0.03 -0.08 -0.08
C 4.506910 -0.605467 -0.267063 0.00 -0.01 0.00
S 1.790941 -0.461835 -3.269889 0.08 0.01 0.07
O 1.123554 0.810598 -3.355003 0.02 0.01 -0.06
O 2.278062 -1.021782 -4.509008 -0.02 -0.07 0.04
N 0.889546 -1.479154 -2.438187 -0.04 -0.06 -0.12
C 0.892844 -2.848068 -2.652539 0.01 0.05 0.06
C 1.592560 -3.661829 -3.548917 -0.04 0.02 -0.02
C 1.315837 -5.016151 -3.526082 0.02 0.02 -0.02
C 0.392566 -5.551882 -2.636591 -0.01 -0.02 0.02
C -0.218136 -4.694766 -1.746543 -0.08 0.03 -0.06
N 0.030739 -3.393437 -1.779401 0.32 -0.03 0.13
H 7.473430 0.987041 -0.337251 0.00 0.00 0.00
H 6.881848 -0.164942 0.865165 0.00 0.00 0.00
H 6.361681 1.517411 0.920835 0.00 0.00 0.00
H 5.960701 1.785680 -2.154616 0.00 0.00 0.00
H 3.999279 1.298926 -3.578382 -0.01 0.01 0.01
H 2.684308 -1.637359 -0.773913 0.03 0.03 0.01
H 4.647763 -1.160445 0.654821 0.00 0.00 0.00
H 2.293665 -3.234095 -4.243903 0.02 0.02 -0.02
H 1.834539 -5.667105 -4.219979 0.00 0.00 0.00
H 0.182805 -6.610738 -2.603091 0.00 0.00 0.00
H -0.917163 -5.021544 -0.989084 0.01 -0.01 0.01
C 2.650206 -0.527569 3.134263 0.02 -0.01 -0.01
N 2.377391 -1.771911 2.440719 0.04 -0.03 0.06
C 2.999868 -2.950100 2.769022 -0.01 0.01 -0.01
C 2.733438 -4.079406 2.106314 0.01 0.00 0.00
C 1.747914 -4.079775 1.013687 -0.05 -0.01 0.02
O 1.478593 -5.111216 0.413627 -0.02 0.00 0.00
N 1.161106 -2.864513 0.719199 0.06 0.08 0.15
C 1.467493 -1.764815 1.400254 -0.03 0.00 -0.08
O 0.933999 -0.680915 1.084211 0.21 -0.05 0.03
H 3.387408 -0.718896 3.912171 0.01 0.00 0.00
H 1.741561 -0.132907 3.589341 0.03 -0.02 0.01
H 3.037398 0.221234 2.441559 -0.01 -0.04 0.01
H 3.707267 -2.891903 3.586370 0.00 0.00 0.00
H 3.215648 -5.011753 2.355979 0.00 0.00 0.00
C 1.592971 3.997030 1.031285 0.01 0.00 0.00
C 1.685912 3.323315 -0.349274 -0.03 0.01 -0.02
C 1.042731 1.931910 -0.337447 0.09 -0.05 -0.01
C -0.195811 1.940829 0.563775 -0.01 -0.06 0.02
C 0.271812 2.076905 2.024433 -0.13 -0.01 0.06
C 1.546452 2.935357 2.125262 0.01 0.01 0.02
P -1.381325 0.567591 0.125198 0.03 -0.10 0.09
C -2.424188 1.466916 -1.145475 -0.02 -0.04 0.05
C -3.055379 2.843849 -0.774003 -0.07 -0.10 -0.05
C -2.527203 4.002888 -1.619556 0.01 0.00 0.00
C -2.812818 3.786332 -3.106940 0.00 -0.01 0.00
C -2.594609 2.310958 -3.491676 0.01 -0.01 -0.02
C -1.684502 1.616213 -2.484368 0.02 -0.03 0.01
C -2.513790 0.266475 1.583405 0.01 0.05 -0.07
C -3.333607 1.424946 2.194890 0.01 0.01 -0.13
C -3.874311 1.068397 3.590697 -0.03 0.00 0.01
C -4.212803 -0.414877 3.675833 0.02 0.02 0.02
C -2.931014 -1.253187 3.526070 -0.02 0.04 0.07
C -1.851787 -0.503698 2.736693 0.09 -0.03 0.00
H 0.687948 4.610792 1.093766 0.00 -0.01 0.00
H 2.434608 4.676381 1.185650 0.00 0.01 0.00
H 2.731150 3.230434 -0.657229 0.01 -0.01 0.01
H 1.196184 3.950334 -1.101103 0.00 0.01 0.00
H 1.738687 1.187005 0.055484 -0.04 0.08 -0.03
H 0.819994 1.618329 -1.351950 0.00 0.00 -0.01
H -0.771569 2.842087 0.326477 0.02 0.02 -0.03
H 0.472482 1.094323 2.441058 -0.07 0.02 -0.02
H -0.519488 2.537112 2.623182 -0.02 0.00 0.01
H 2.431336 2.297587 2.026573 -0.02 0.03 -0.01
H 1.602590 3.391777 3.116975 0.01 0.00 0.00
H -3.241426 0.758212 -1.314139 -0.02 0.01 -0.05
H -2.925970 3.094984 0.269865 0.06 -0.02 0.28
H -4.137093 2.775912 -0.932236 0.00 0.00 0.04
H -1.449506 4.105650 -1.464801 0.00 0.00 0.02
H -2.974347 4.938886 -1.273977 -0.01 -0.01 -0.01
H -2.159087 4.430189 -3.701024 0.00 0.00 0.01
H -3.838736 4.089799 -3.333917 0.00 0.00 0.00
H -2.167560 2.235916 -4.493178 0.00 0.00 0.00
H -3.550931 1.778309 -3.521091 0.00 0.00 0.00
H -0.770611 2.199687 -2.367624 -0.03 0.01 -0.01
H -1.367768 0.650692 -2.860992 0.02 0.02 0.02
H -3.226117 -0.431587 1.127566 0.02 0.08 0.00
H -4.179528 1.650692 1.542702 0.02 0.04 -0.06
H -2.737427 2.334684 2.275776 0.07 0.07 -0.05
H -4.747573 1.688623 3.806258 -0.01 -0.01 0.00
H -3.129701 1.307574 4.356838 0.00 0.01 -0.01
H -4.922336 -0.665197 2.881013 0.01 0.01 0.01
H -4.713650 -0.645158 4.618630 -0.01 -0.01 -0.01
H -3.152848 -2.190918 3.011235 0.02 0.06 0.09
H -2.536383 -1.519662 4.511451 0.00 0.02 0.00
H -1.100594 -1.203415 2.373991 -0.06 0.15 0.09
H -1.344992 0.206196 3.389403 0.09 0.11 0.08
```
Forces are in eV/Å.

## Properties
**LUMO energy (alpha / beta)**: 2.203 / 2.040 eV
**Energy relative to the best compared isomer or geometry (same formula, charge and spin)**: 0.000 eV
**Spin multiplicity**: 2
**<S²>**: 0.76
**Frontier orbital gap (alpha / beta)**: 6.5 / 6.5 eV
**Maximum force**: 0.0130 Eh/bohr
**Total charge**: -1

Results of the Mulliken charge analysis, in e, for atoms 1 through 99:
1 Ru 0.0173
2 S -0.2800
3 C 0.1597
4 S -0.0858
5 C 0.8459
6 C -0.4270
7 S -0.6257
8 S -0.0854
9 S -0.5339
10 C -1.6190
11 C 1.0438
12 C -0.8769
13 C -0.7715
14 C 0.2513
15 C -0.2511
16 C -0.6370
17 S 0.9439
18 O -0.6413
19 O -0.7859
20 N 0.6675
21 C 0.0316
22 C -1.3476
23 C -0.4390
24 C -0.8214
25 C -0.3661
26 N 0.9044
27 H 0.4132
28 H 0.3796
29 H 0.2752
30 H 0.3685
31 H 0.4874
32 H 0.1789
33 H 0.3875
34 H 0.5689
35 H 0.3854
36 H 0.4089
37 H 0.4211
38 C -0.8673
39 N 0.3011
40 C -0.2812
41 C -1.0361
42 C 0.1214
43 O -0.6902
44 N 0.4993
45 C -1.0194
46 O 1.3799
47 H 0.3916
48 H 0.1750
49 H 0.1212
50 H 0.3455
51 H 0.4543
52 C -1.0714
53 C -1.2062
54 C 0.9038
55 C 0.3226
56 C 0.4285
57 C -0.6919
58 P 0.2319
59 C 0.9285
60 C -0.8500
61 C -0.4715
62 C -0.8056
63 C -1.3741
64 C 0.1402
65 C 1.2017
66 C -0.6983
67 C -0.9489
68 C -0.6108
69 C -0.8674
70 C -0.7316
71 H 0.2678
72 H 0.5899
73 H 0.4980
74 H 0.2914
75 H -0.7046
76 H -0.9008
77 H 1.3487
78 H -1.3658
79 H 0.4775
80 H 0.0882
81 H 0.5680
82 H 0.3941
83 H 0.2393
84 H 0.4770
85 H -0.0978
86 H 0.5657
87 H 0.3401
88 H 0.4137
89 H 0.4267
90 H 0.3354
91 H -0.0928
92 H 0.0805
93 H -0.1628
94 H 0.3939
95 H 0.0106
96 H 0.5289
97 H 0.2976
98 H 0.1332
99 H 0.5148

***

# 2
Molecular formula: C38H50Br2MnN7OS3SbSi3
Method: DFT, ωB97M-V/def2-TZVPD

Geometry as XYZ:
```
106
Properties=species:S:1:pos:R:3:forces:R:3
Mn 0.293533 -0.160227 -0.098281 0.10 -0.01 0.05
Br -3.604863 -4.186763 5.604273 0.00 0.07 -0.02
C -1.704577 -4.131733 5.534663 0.02 0.01 -0.01
C -1.052737 -2.908257 5.533806 -0.03 0.01 0.02
C 0.325393 -2.864475 5.436164 0.14 0.01 0.18
C 1.074688 -4.045042 5.374232 -0.35 -0.22 -0.46
C 0.395283 -5.263028 5.455580 0.09 0.04 -0.11
C -0.987178 -5.314505 5.507069 -0.05 -0.01 0.03
N 2.480003 -4.095671 5.397995 0.32 0.71 0.85
N 3.219281 -3.179527 4.937599 0.05 -0.98 -0.41
C 2.855131 -2.380872 3.870506 -0.14 0.64 -0.06
C 3.502817 -1.139949 3.809684 -0.07 -0.16 0.11
C 3.195430 -0.150967 2.895921 -0.12 0.04 -0.11
C 2.196961 -0.374279 1.927737 0.02 -0.01 0.01
O 1.829285 0.459104 1.044763 -0.19 -0.07 0.10
C 1.595917 -1.698121 1.910632 0.01 0.16 -0.02
N 0.734856 -1.888499 0.882216 -0.04 -0.17 -0.05
C 0.292705 -3.100904 0.635802 0.06 0.06 -0.05
C 0.663914 -4.199668 1.419336 0.01 -0.03 0.04
C 1.472557 -4.009400 2.507977 -0.03 -0.01 -0.04
C 1.950762 -2.714617 2.810342 0.01 -0.10 0.05
H -1.616927 -1.988984 5.621835 0.01 0.01 0.01
H 0.830661 -1.909125 5.453756 0.02 0.03 -0.07
H 0.977887 -6.175210 5.471183 0.00 -0.01 -0.02
H -1.499262 -6.266142 5.543567 0.00 0.00 -0.01
H 4.259204 -0.965373 4.565997 0.01 0.03 0.00
H 3.714105 0.797925 2.893805 0.02 -0.01 0.01
H -0.351006 -3.209866 -0.225251 -0.01 0.00 0.00
H 0.307304 -5.186165 1.156206 0.01 -0.01 -0.01
H 1.777650 -4.854033 3.107751 0.00 0.00 -0.01
C 0.736478 1.634126 -3.135095 0.01 0.02 0.00
C 0.328115 2.392911 -1.922343 -0.02 -0.06 -0.05
N 0.043017 1.923402 -0.729687 -0.03 0.02 0.15
C -0.262874 2.969652 0.145188 0.01 0.03 -0.05
C -0.217979 4.204566 -0.419078 0.04 -0.02 0.01
S 0.222304 4.095733 -2.054967 -0.02 0.02 -0.01
C -0.600847 2.802405 1.569704 -0.05 0.06 -0.01
C -1.212373 3.766378 2.320086 -0.03 -0.04 -0.03
S -1.337000 3.250140 3.938527 -0.02 0.02 0.02
C -0.563307 1.769193 3.515441 -0.01 0.02 0.01
N -0.267512 1.671312 2.259097 0.11 0.01 0.03
C -0.205811 0.741544 4.534033 0.02 -0.06 0.06
H 1.785970 1.352351 -3.060180 -0.02 -0.01 0.00
H 0.580881 2.244779 -4.024270 0.00 0.01 -0.01
H 0.174013 0.708530 -3.226275 0.00 0.01 0.00
H -0.385430 5.151225 0.062829 0.02 0.01 0.03
H -1.595189 4.722587 2.007020 -0.02 0.00 -0.01
H -0.840269 0.810287 5.417547 -0.02 -0.01 0.01
H 0.833856 0.875753 4.839127 0.00 -0.01 0.01
H -0.294193 -0.252575 4.097541 0.01 -0.01 -0.02
Br 2.021633 -0.986118 -1.719646 0.11 -0.13 -0.10
N -5.038747 -0.302211 4.921149 -0.22 0.02 -0.10
C -4.780428 0.633290 3.988284 0.14 -0.11 0.00
S -5.470673 2.122010 4.017807 0.00 0.03 0.04
C -3.765529 0.240038 2.955174 -0.04 0.02 0.00
C -2.971084 -0.894753 3.092830 -0.04 0.04 -0.03
C -1.998123 -1.161938 2.144366 -0.01 0.00 -0.09
N -1.798595 -0.397021 1.072678 0.30 0.30 0.21
C -2.601066 0.659413 0.916120 -0.09 -0.15 -0.09
C -3.576768 1.024111 1.821024 -0.02 -0.11 0.04
H -5.768454 -0.094884 5.584149 0.05 0.02 0.02
H -4.817132 -1.273523 4.774327 0.09 -0.01 0.02
H -3.049594 -1.565876 3.937359 0.00 0.01 -0.01
H -1.347008 -2.019577 2.266711 0.04 0.03 0.01
H -2.439387 1.238485 0.015468 0.03 0.02 0.03
H -4.180463 1.906048 1.661538 0.00 0.00 0.01
C 0.370585 -1.450065 -5.054461 -0.01 0.03 0.02
Si -0.817047 -2.499318 -4.062038 0.05 -0.03 -0.03
C 0.040166 -3.951741 -3.251037 0.02 0.01 -0.01
C -2.091070 -3.150385 -5.276779 -0.02 0.02 0.02
Sb -1.733448 -1.137855 -2.078628 -0.22 0.03 -0.05
Si -3.529614 -2.793888 -1.206829 -0.01 -0.07 -0.07
C -4.379518 -3.770212 -2.569251 0.03 -0.01 0.00
C -4.882715 -1.911699 -0.245311 0.02 0.03 -0.01
C -2.810006 -4.121118 -0.085843 0.01 0.04 0.03
Si -3.397801 0.479443 -3.216293 -0.07 -0.05 -0.05
C -4.483366 1.344854 -1.948516 0.06 0.02 0.03
C -4.539803 -0.360730 -4.445441 -0.02 0.00 0.04
C -2.511482 1.829205 -4.168663 0.02 -0.04 -0.02
H 0.725025 -2.035275 -5.907576 0.02 0.00 -0.01
H 1.227445 -1.148328 -4.452926 0.01 0.00 0.01
H -0.117557 -0.555010 -5.448162 -0.01 0.00 -0.01
H 0.475443 -4.607949 -4.009295 0.01 0.00 -0.01
H -0.662803 -4.546198 -2.661499 -0.01 -0.01 -0.01
H 0.840505 -3.599104 -2.597916 0.00 0.01 0.01
H -1.545878 -3.721079 -6.034662 0.00 -0.01 -0.01
H -2.622203 -2.350864 -5.791973 0.01 0.02 -0.02
H -2.828223 -3.811654 -4.827342 -0.01 -0.01 0.02
H -4.713031 -3.168703 -3.412349 0.00 0.02 -0.01
H -5.255881 -4.259155 -2.133322 -0.01 -0.01 0.00
H -3.724706 -4.554786 -2.951437 0.02 -0.01 0.00
H -5.639543 -1.516607 -0.925886 -0.01 0.02 0.00
H -4.528893 -1.091988 0.379670 0.02 -0.02 0.01
H -5.372518 -2.642843 0.404062 -0.02 -0.01 -0.01
H -1.995783 -4.670944 -0.560989 -0.01 -0.02 -0.01
H -3.616819 -4.833938 0.109976 0.00 -0.01 0.02
H -2.456506 -3.747536 0.875409 0.01 0.03 0.00
H -4.992488 0.657750 -1.274232 -0.01 -0.01 0.01
H -5.244323 1.912899 -2.491052 -0.01 0.00 0.00
H -3.918993 2.056302 -1.342980 0.02 0.03 -0.02
H -5.136424 -1.154877 -3.997932 -0.02 0.00 0.02
H -3.988003 -0.782652 -5.284359 0.00 -0.02 -0.01
H -5.230064 0.388700 -4.843329 0.00 0.01 -0.01
H -1.868773 2.442684 -3.538629 0.00 0.01 0.04
H -3.278517 2.482162 -4.595487 0.01 0.01 -0.03
H -1.913239 1.432365 -4.990643 0.02 0.00 0.00
```
Forces are in eV/Å.

## Properties
**LUMO energy (alpha / beta)**: -0.955 / -0.938 eV
**Energy relative to the best compared isomer or geometry (same formula, charge and spin)**: 0.738 eV
**Spin multiplicity**: 2
**<S²>**: 1.05
**Frontier orbital gap (alpha / beta)**: 5.8 / 5.9 eV
**Maximum force**: 0.0225 Eh/bohr

Results of the Mulliken charge analysis, in e, for atoms 1 through 99:
1 Mn 0.7055
2 Br -0.2013
3 C 0.1260
4 C -0.1793
5 C -0.1589
6 C -0.8285
7 C -0.0399
8 C -0.6026
9 N -0.6500
10 N -0.4586
11 C 0.2292
12 C -0.0501
13 C -1.0013
14 C 0.7688
15 O -0.7023
16 C -0.3742
17 N 1.2393
18 C -0.1676
19 C -1.1513
20 C -0.7992
21 C 0.2533
22 H 0.7982
23 H 0.4460
24 H 0.4896
25 H 0.4167
26 H 0.4574
27 H 0.4782
28 H 0.1472
29 H 0.5214
30 H 0.7011
31 C -0.9008
32 C 0.0656
33 N 1.0212
34 C -0.2943
35 C -0.7163
36 S -0.1815
37 C -0.1819
38 C -0.6127
39 S -0.2406
40 C -0.0340
41 N 0.4231
42 C -0.2148
43 H 0.3912
44 H 0.5855
45 H -0.4384
46 H 0.4652
47 H 0.4652
48 H 0.5801
49 H 0.4001
50 H -0.5479
51 Br -0.5876
52 N -0.2156
53 C 0.3827
54 S -0.3419
55 C 1.2127
56 C -0.7407
57 C -1.6441
58 N 3.7810
59 C -0.7610
60 C -1.3013
61 H 0.2435
62 H 0.1334
63 H -0.7310
64 H 0.0368
65 H -0.2565
66 H 0.3612
67 C -0.9799
68 Si 0.5762
69 C -0.8779
70 C -1.1340
71 Sb -1.3040
72 Si 0.8552
73 C -1.3269
74 C -0.7304
75 C -0.7905
76 Si 0.5660
77 C -1.1268
78 C -1.0648
79 C -1.0205
80 H 0.4563
81 H 0.2066
82 H 0.2523
83 H 0.5010
84 H 0.2170
85 H 0.1534
86 H 0.3973
87 H 0.2704
88 H 0.2707
89 H 0.3294
90 H 0.3921
91 H 0.3190
92 H 0.4524
93 H -0.0386
94 H 0.4598
95 H 0.2361
96 H 0.5610
97 H -0.0255
98 H 0.2720
99 H 0.5471